The following is a quantum chemistry calculation of C3H6O2 as an isolated structure in a non-equilibrium geometry, from OMol25.

Geometry as XYZ:
```
11
Properties=species:S:1:pos:R:3
C -1.37 0.68 0.32
O -0.95 -0.58 -0.21
C 0.28 -1.00 0.14
C 1.44 0.39 -0.64
O 2.17 -0.60 -0.45
H -1.42 0.64 1.42
H -0.64 1.44 0.01
H -2.37 0.87 -0.09
H 0.39 -2.02 -0.22
H 0.57 -0.82 1.18
H 1.90 1.02 -1.45
```

Energy   -7297.96357 eV
Gap between HOMO and LUMO   8.29 eV
ΔE to the lowest compared entry with this formula, charge and spin   131.8 kcal per mole
LUMO   0.65 eV
Max |F|   0.066 Eh/bohr
Total charge   0